No. 1
Entry from OMol25: a molecular structure, C39H39N5ORbSb (ωB97M-V/def2-TZVPD).

The geometry in XYZ format:
```
86
C39H39N5ORbSb, DFT ωB97M-V/def2-TZVPD
Rb -0.663 -1.390 0.645
C -4.018 -0.115 0.969
N -2.961 0.551 0.213
C -2.603 1.876 0.710
C -1.638 1.925 1.885
C -1.909 2.688 3.014
C -0.971 2.740 4.033
C 0.210 2.032 3.899
C 0.399 1.310 2.730
N -0.488 1.263 1.745
C -3.297 0.566 -1.212
C -3.199 -0.795 -1.877
C -4.304 -1.447 -2.403
C -4.129 -2.698 -2.978
C -2.865 -3.255 -2.998
C -1.813 -2.529 -2.451
N -1.977 -1.326 -1.917
C -3.706 -0.383 2.430
C -4.398 0.267 3.442
C -4.053 0.011 4.762
C -3.033 -0.882 5.029
C -2.417 -1.510 3.954
N -2.752 -1.284 2.690
H -4.209 -1.081 0.493
H -4.957 0.465 0.912
H -3.501 2.463 0.970
H -2.106 2.399 -0.110
H -2.848 3.219 3.087
H -1.167 3.324 4.923
H 0.974 2.031 4.664
H 1.317 0.759 2.564
H -2.590 1.231 -1.710
H -4.309 0.975 -1.378
H -5.278 -0.979 -2.355
H -4.973 -3.232 -3.394
H -2.679 -4.232 -3.421
H -0.802 -2.924 -2.424
H -5.181 0.969 3.190
H -4.572 0.510 5.570
H -2.714 -1.106 6.036
H -1.630 -2.238 4.124
N 2.913 -4.362 0.514
C 1.720 -3.637 0.955
O 1.256 -2.816 0.015
C 0.820 -4.397 1.872
C 1.657 -3.250 2.454
H 3.425 -3.686 -0.046
H 3.514 -4.603 1.298
H 1.081 -5.409 2.157
H -0.256 -4.241 1.802
H 2.496 -3.490 3.097
H 1.122 -2.352 2.764
C 4.468 0.046 -5.674
C 3.787 1.185 -5.278
C 2.955 1.148 -4.168
C 2.788 -0.024 -3.444
C 3.471 -1.166 -3.855
C 4.310 -1.131 -4.958
Sb 1.535 -0.233 -1.743
C 3.045 0.231 -0.304
C 3.951 1.265 -0.525
C 4.882 1.613 0.440
C 4.926 0.921 1.642
C 4.048 -0.128 1.858
C 3.114 -0.472 0.888
C 0.748 1.784 -1.794
C -0.207 2.060 -2.770
C -0.878 3.273 -2.804
C -0.618 4.236 -1.838
C 0.319 3.971 -0.852
C 0.993 2.758 -0.834
H 5.119 0.075 -6.539
H 3.903 2.110 -5.828
H 2.437 2.051 -3.868
H 3.360 -2.103 -3.320
H 4.836 -2.028 -5.257
H 3.931 1.805 -1.465
H 5.579 2.420 0.254
H 5.653 1.189 2.398
H 4.088 -0.700 2.778
H 2.465 -1.326 1.031
H -0.450 1.320 -3.528
H -1.605 3.463 -3.585
H -1.141 5.184 -1.855
H 0.531 4.709 -0.088
H 1.718 2.572 -0.051
```

Output
- Energy relative to the best compared isomer or geometry (same formula, charge and spin): 9.9 kcal per mole
- HOMO-LUMO gap: 6.39 eV
- Molar mass: 801.00 g mol⁻¹
- Highest occupied orbital energy: -6.311 eV
- E_tot: -2122.8370 Eh
- LUMO level: 0.076 eV



No. 2
Entry from OMol25: a molecular structure, C33H45BBeCl7F6KN4O12S in a non-equilibrium geometry (ωB97M-V/def2-TZVPD).

The geometry in XYZ format:
```
111
C33H45BBeCl7F6KN4O12S, DFT ωB97M-V/def2-TZVPD
C -2.439 -2.005 5.556
C -1.633 -3.289 5.237
O -2.389 -4.032 4.331
C -1.581 -4.505 3.254
C -1.332 -3.458 2.196
O -2.449 -3.332 1.325
C -2.622 -2.072 0.729
C -1.742 -1.910 -0.493
O -0.481 -1.488 -0.026
C 0.348 -0.965 -1.046
C 0.945 0.434 -0.717
N 0.629 1.203 -1.980
C 1.326 0.931 -2.935
O 2.020 0.700 -3.851
O 2.378 0.519 -0.682
S 2.709 2.016 -0.056
O 3.783 2.022 0.848
O 2.906 2.883 -1.163
O 1.274 2.347 0.544
C 0.461 1.095 0.550
C 0.926 0.468 1.939
C 1.795 -0.763 1.976
O 1.407 -1.877 2.114
O 3.156 -0.517 1.916
C 3.762 -0.823 3.146
C 4.358 -2.166 3.356
O 3.801 0.008 3.997
N -0.937 1.320 0.725
C -1.731 1.538 -0.508
C -1.249 2.430 1.609
C -1.755 2.116 3.003
O -1.190 3.568 1.268
H -2.820 -2.066 6.584
H -3.302 -1.934 4.902
H -1.848 -1.085 5.395
H -0.672 -2.991 4.828
H -1.484 -3.856 6.148
H -1.991 -5.414 2.835
H -0.611 -4.759 3.667
H -0.503 -3.821 1.600
H -1.091 -2.516 2.685
H -3.669 -2.039 0.433
H -2.468 -1.243 1.417
H -2.232 -1.199 -1.160
H -1.676 -2.907 -0.950
H 1.165 -1.671 -1.186
H -0.244 -0.883 -1.943
H 1.408 1.263 2.491
H 0.051 0.199 2.504
H 5.173 -2.106 4.056
H 4.731 -2.567 2.420
H 3.589 -2.840 3.733
H -1.637 0.755 -1.240
H -2.764 1.697 -0.230
H -1.401 2.453 -0.996
H -2.158 2.999 3.469
H -1.005 1.608 3.598
H -2.568 1.397 2.870
C 3.504 6.648 -1.401
Cl 2.413 7.784 -0.597
Cl 4.054 7.261 -2.967
H 4.369 6.490 -0.768
H 2.980 5.712 -1.558
C -7.264 2.727 1.494
C -6.333 3.898 1.212
C -5.965 4.023 -0.269
C -5.275 2.810 -0.704
N -4.724 1.860 -1.039
H -6.796 1.770 1.244
H -7.526 2.694 2.552
H -8.185 2.822 0.919
H -5.421 3.783 1.811
H -6.812 4.816 1.529
H -5.312 4.880 -0.428
H -6.870 4.171 -0.880
F -8.126 5.317 -0.039
F 7.542 4.314 -6.166
C 6.386 3.802 -5.713
C 6.116 3.846 -4.357
C 4.921 3.322 -3.893
C 4.017 2.752 -4.786
C 4.311 2.713 -6.146
C 5.499 3.244 -6.617
H 6.836 4.287 -3.680
H 4.691 3.353 -2.840
H 3.088 2.341 -4.424
H 3.611 2.266 -6.838
H 5.743 3.231 -7.670
Be -1.891 -0.102 7.286
C 5.275 -2.221 -1.270
Cl 5.160 -3.027 -2.841
Cl 5.539 -0.491 -1.514
Cl 3.772 -2.463 -0.371
Cl 6.619 -2.902 -0.351
B 2.215 -4.749 5.594
F 3.350 -4.629 4.772
F 2.554 -4.467 6.917
F 1.243 -3.801 5.152
F 1.685 -6.037 5.498
N -2.438 -3.858 -3.822
C -3.121 -2.802 -4.389
C -2.469 -2.461 -5.541
C -1.356 -3.339 -5.679
C -1.362 -4.191 -4.612
H -2.686 -4.313 -2.962
H -4.002 -2.390 -3.919
H -2.753 -1.669 -6.212
H -0.612 -3.347 -6.500
H -0.702 -4.999 -4.341
K -4.170 -5.503 -3.864
Cl 0.247 -4.047 -8.101
```

Output
- HOMO-LUMO gap: 0.99 eV
- Molar mass: 1142.89 g mol⁻¹
- Highest occupied orbital energy: -8.747 eV
- E_tot: -7264.2313 Eh
- LUMO level: -7.759 eV



No. 3
Entry from OMol25: a molecular structure, C47H36F2N10Ti (ωB97M-V/def2-TZVPD).

The geometry in XYZ format:
```
96
C47H36F2N10Ti, DFT ωB97M-V/def2-TZVPD
Ti 0.601 0.129 0.057
N -0.138 -1.856 -4.616
C -0.718 -1.975 -3.420
N -0.389 -0.956 -2.663
C 0.444 -0.210 -3.457
N 0.616 -0.730 -4.672
C 1.077 0.997 -2.995
C 1.898 1.740 -3.816
N 2.575 2.845 -3.530
C 2.352 3.240 -2.234
C 1.586 2.627 -1.320
N 0.845 1.400 -1.602
H -0.196 -2.465 -5.411
H -1.359 -2.797 -3.143
H 2.006 1.344 -4.823
H 2.841 4.154 -1.910
H 1.434 3.020 -0.328
C 3.046 -2.975 -1.927
C 2.388 -4.164 -1.537
C 1.236 -4.081 -0.808
C 0.724 -2.815 -0.447
N 1.449 -1.681 -0.708
C 2.551 -1.783 -1.477
C -0.566 -2.594 0.110
C -1.453 -3.620 0.500
C -2.708 -3.301 0.932
C -3.099 -1.944 0.981
C -2.179 -0.987 0.656
N -0.919 -1.281 0.264
H 3.927 -2.990 -2.553
H 2.776 -5.130 -1.835
H 0.695 -4.978 -0.537
H 3.025 -0.843 -1.734
H -1.133 -4.652 0.457
H -3.394 -4.082 1.235
H -4.092 -1.649 1.288
H -2.405 0.067 0.711
F 0.489 0.991 2.981
C 0.010 1.410 1.739
F -1.371 1.539 1.954
H 0.362 2.444 1.633
C 2.684 0.644 0.746
C 3.425 -0.216 1.678
C 3.318 -0.049 3.073
C 3.963 -0.887 3.954
C 4.764 -1.929 3.476
C 4.932 -2.084 2.101
C 4.280 -1.236 1.227
C 5.313 -2.884 4.391
N 5.720 -3.695 5.103
H 3.198 0.738 -0.214
H 2.568 1.648 1.158
H 2.684 0.737 3.456
H 3.831 -0.759 5.021
H 5.563 -2.878 1.721
H 4.432 -1.370 0.165
N 1.934 -3.474 4.142
C 1.706 -3.037 2.866
N 0.731 -2.185 2.771
C 0.275 -2.023 4.074
C -0.766 -1.234 4.563
C -1.005 -1.258 5.923
C -0.231 -2.047 6.790
C 0.799 -2.840 6.322
C 1.031 -2.813 4.950
H 2.715 -4.034 4.438
H 2.310 -3.378 2.038
H -1.338 -0.610 3.890
H -1.801 -0.650 6.334
H -0.448 -2.033 7.851
H 1.395 -3.447 6.992
C -0.513 1.487 -1.017
C -1.478 2.133 -1.559
C -2.433 2.854 -2.112
C -3.388 2.270 -3.087
C -4.579 2.911 -3.426
C -5.472 2.327 -4.315
C -5.195 1.093 -4.882
C -4.010 0.445 -4.548
C -3.117 1.025 -3.665
C -2.575 4.273 -1.670
C -2.618 4.578 -0.311
C -2.717 5.894 0.116
C -2.779 6.926 -0.810
C -2.733 6.632 -2.167
C -2.631 5.316 -2.593
H -4.817 3.870 -2.985
H -6.393 2.843 -4.560
H -5.891 0.639 -5.576
H -3.776 -0.520 -4.983
H -2.196 0.517 -3.404
H -2.557 3.770 0.409
H -2.746 6.113 1.176
H -2.855 7.954 -0.476
H -2.766 7.431 -2.897
H -2.579 5.090 -3.651
```

Output
- Net charge: -1
- Energy relative to the best compared isomer or geometry (same formula, charge and spin): 50.6 kcal per mole
- HOMO-LUMO gap (alpha / beta): 5.60 / 5.33 eV
- Molar mass: 826.74 g mol⁻¹
- Multiplicity: 2
- Highest occupied orbital energy (alpha / beta): -3.238 / -3.438 eV
- E_tot: -3409.3843 Eh
- LUMO level (alpha / beta): 2.358 / 1.888 eV
- ⟨S²⟩: 0.765



No. 4
Entry from OMol25: C6H6F2 in the gas phase in a non-equilibrium geometry (ωB97M-V/def2-TZVPD).

The geometry in XYZ format:
```
14
C6H6F2, DFT ωB97M-V/def2-TZVPD
F -0.089 0.670 -2.604
C 0.106 0.244 -1.218
C -0.295 -0.980 -1.034
C -0.439 -1.417 0.394
C -0.033 -0.276 1.350
F -0.252 -0.562 2.616
C 0.618 0.933 1.026
C 0.550 1.386 -0.473
H -0.930 -1.510 -1.850
H -1.404 -1.767 0.504
H 0.061 -2.344 0.715
H 0.981 1.540 1.751
H 1.475 1.609 -0.945
H -0.155 2.155 -0.549
```

Output
- Energy relative to the best compared isomer or geometry (same formula, charge and spin): 33.1 kcal per mole
- HOMO-LUMO gap: 10.24 eV
- Molar mass: 116.11 g mol⁻¹
- SMILES: FC1=CCC(F)=CC1
- Highest occupied orbital energy: -9.283 eV
- E_tot: -431.8791 Eh
- LUMO level: 0.961 eV



No. 5
Entry from OMol25: 4 unconnected molecules or ions with the total composition C2H12N2O2 in a non-equilibrium geometry (ωB97M-V/def2-TZVPD).

The geometry in XYZ format:
```
18
C2H12N2O2, DFT ωB97M-V/def2-TZVPD
C -0.407 1.497 1.128
N 0.011 1.355 -0.304
C -0.921 0.597 -1.098
N -1.510 -0.657 -0.646
H 0.357 1.971 1.775
H -1.140 2.285 0.928
H -1.003 0.707 1.615
H 0.871 0.783 -0.287
H -0.470 0.488 -2.096
H -1.794 1.309 -1.238
H -0.129 -1.404 0.360
H -2.431 -0.413 -0.287
H 0.799 -2.834 -1.716
H 0.616 -2.827 -2.445
O 0.541 -1.762 0.971
H 1.267 -1.018 1.012
H 3.036 -0.154 1.453
O 2.305 0.077 0.875
```

Output
- Net charge: -1
- Energy relative to the best compared isomer or geometry (same formula, charge and spin): 50.2 kcal per mole
- HOMO-LUMO gap (alpha / beta): 7.56 / 6.09 eV
- Molar mass: 96.13 g mol⁻¹
- Multiplicity: 2
- Highest occupied orbital energy (alpha / beta): -3.606 / -3.602 eV
- E_tot: -343.2643 Eh
- LUMO level (alpha / beta): 3.957 / 2.485 eV
- ⟨S²⟩: 0.754



No. 6
Entry from OMol25: a molecular structure, C28H40AsNO2RuS4 (ωB97M-V/def2-TZVPD).

The geometry in XYZ format:
```
77
C28H40AsNO2RuS4, DFT ωB97M-V/def2-TZVPD
Ru -0.541 0.217 -0.244
C 3.370 -3.219 4.666
C 2.337 -2.229 5.222
C 1.684 -2.852 6.456
C 3.051 -0.941 5.654
C 1.320 -1.908 4.124
C 1.745 -1.285 2.976
C 0.827 -1.001 1.946
N 1.096 -0.411 0.755
C 2.309 -0.106 0.159
C 3.566 -0.584 0.513
C 4.693 -0.132 -0.157
C 4.519 0.823 -1.152
C 3.277 1.303 -1.579
C 2.154 0.745 -0.960
O 0.893 0.939 -1.409
C 3.286 2.374 -2.679
C 3.825 1.754 -3.975
C 4.214 3.518 -2.238
C 1.927 3.007 -2.979
C 6.063 -0.686 0.236
C 6.324 -0.397 1.721
C 7.193 -0.062 -0.581
C 6.080 -2.203 0.007
C -0.567 -1.280 2.134
O -1.396 -0.904 1.184
C -1.016 -1.925 3.307
C -0.047 -2.231 4.246
C -2.472 -2.289 3.629
C -2.560 -3.808 3.846
C -3.493 -1.920 2.548
C -2.885 -1.564 4.919
H 4.100 -3.475 5.437
H 3.911 -2.794 3.819
H 2.890 -4.139 4.330
H 2.448 -3.042 7.211
H 1.205 -3.805 6.226
H 0.938 -2.189 6.899
H 3.751 -1.157 6.463
H 2.336 -0.197 6.010
H 3.619 -0.496 4.837
H 2.771 -0.973 2.889
H 3.671 -1.344 1.268
H 5.394 1.210 -1.650
H 4.845 1.385 -3.856
H 3.828 2.501 -4.771
H 3.199 0.919 -4.295
H 5.239 3.193 -2.066
H 3.848 3.980 -1.319
H 4.238 4.284 -3.015
H 1.240 2.298 -3.428
H 2.078 3.821 -3.692
H 1.459 3.427 -2.088
H 6.281 0.674 1.925
H 7.312 -0.762 2.009
H 5.591 -0.890 2.361
H 7.252 1.018 -0.434
H 7.075 -0.257 -1.648
H 8.146 -0.491 -0.270
H 5.330 -2.711 0.615
H 7.056 -2.614 0.272
H 5.881 -2.442 -1.039
H -0.367 -2.722 5.152
H -2.255 -4.345 2.947
H -3.590 -4.088 4.075
H -1.933 -4.146 4.671
H -3.297 -2.429 1.605
H -3.521 -0.851 2.350
H -4.478 -2.228 2.905
H -2.266 -1.849 5.770
H -3.920 -1.809 5.164
H -2.813 -0.482 4.795
S -2.023 3.756 -1.820
As -1.717 1.748 -1.802
S -2.883 0.263 -0.887
S -1.063 0.908 -3.835
S -2.772 0.658 -4.747
```

Output
- HOMO-LUMO gap (alpha / beta): 6.53 / 5.88 eV
- Molar mass: 726.89 g mol⁻¹
- Multiplicity: 5
- Highest occupied orbital energy (alpha / beta): -7.655 / -8.311 eV
- E_tot: -5219.5853 Eh
- LUMO level (alpha / beta): -1.125 / -2.431 eV
- ⟨S²⟩: 6.049



No. 7
Entry from OMol25: C4H11NO in the gas phase in a non-equilibrium geometry (ωB97M-V/def2-TZVPD).

The geometry in XYZ format:
```
17
C4H11NO, DFT ωB97M-V/def2-TZVPD
C 1.971 0.274 0.314
C 0.627 0.248 -0.380
N 0.882 -0.547 -1.599
C -0.500 -0.422 0.455
C -1.945 -0.036 0.186
O -2.032 1.391 0.231
H 2.159 0.944 1.148
H 2.218 -0.710 0.748
H 2.764 0.618 -0.381
H 0.323 1.297 -0.532
H 0.059 -0.512 -2.215
H 0.938 -1.497 -1.268
H -0.242 -0.123 1.499
H -0.296 -1.660 0.427
H -2.525 -0.451 1.022
H -2.237 -0.377 -0.819
H -2.164 1.564 1.164
```

Output
- Energy relative to the best compared isomer or geometry (same formula, charge and spin): 36.0 kcal per mole
- HOMO-LUMO gap: 10.10 eV
- Molar mass: 89.14 g mol⁻¹
- SMILES: C[C@@H](N)CCO
- Highest occupied orbital energy: -9.229 eV
- E_tot: -288.9596 Eh
- LUMO level: 0.873 eV